1.
Below is a gas-phase ion, C3H5BrO4P (charge -1), with properties calculated with the ωB97M-V functional and the def2-TZVPD basis.

net charge	-1
LUMO energy (alpha / beta)	3.17 / 1.23	eV
M	215.9	g mol⁻¹
HOMO level (alpha / beta)	-3.1 / -6.0	eV
multiplicity	3

```
14
C3H5BrO4P | OMol25 | the ωB97M-V functional and the def2-TZVPD basis
C 0.385 0.024 -0.306
C -0.237 1.041 0.600
C 1.911 0.115 -0.157
O -2.069 -0.739 -1.481
O -2.341 -2.417 0.504
O -0.066 -1.220 0.069
O -2.040 0.037 0.953
P -1.797 -1.169 -0.082
Br -0.690 2.685 -0.048
H 0.095 0.231 -1.348
H 0.028 1.021 1.646
H 2.186 -0.097 0.874
H 2.264 1.111 -0.419
H 2.371 -0.622 -0.805
```


2.
Below is 2 unconnected molecules or ions with the total composition C3H5BrOS, with properties calculated with the ωB97M-V functional and the def2-TZVPD basis.

net charge	0
LUMO energy	0.24	eV
M	169.0	g mol⁻¹
HOMO level	-9.9	eV

```
11
C3H5BrOS | OMol25 | the ωB97M-V functional and the def2-TZVPD basis
C -0.473 -0.149 -0.089
C 2.637 -0.026 0.479
C 2.774 -0.901 1.396
O 3.672 -2.289 -0.664
S 2.481 -1.689 -0.170
Br 2.818 1.823 0.235
H -1.166 0.011 0.704
H -0.994 -0.072 -1.086
H 0.307 0.657 -0.062
H 0.122 -1.069 -0.165
H 2.900 -1.059 2.431
```


3.
Below is a molecular structure, C3H5BrS, with properties calculated with the ωB97M-V functional and the def2-TZVPD basis.

net charge	0
LUMO energy (alpha / beta)	-0.20 / -1.51	eV
M	153.0	g mol⁻¹
HOMO level (alpha / beta)	-7.4 / -8.8	eV
multiplicity	3

```
10
C3H5BrS | OMol25 | the ωB97M-V functional and the def2-TZVPD basis
C -0.184 0.581 0.469
C 0.770 -1.502 -2.546
C -1.015 0.803 1.625
S 0.176 -0.759 -0.373
Br 2.312 -2.621 -2.525
H 0.427 1.438 0.235
H 1.036 -0.451 -2.785
H -0.380 1.404 2.341
H -1.255 -0.133 2.109
H -1.886 1.240 1.449
```


4.
Below is 2 unconnected molecules or ions with the total composition C3H5Cl, with properties calculated with the ωB97M-V functional and the def2-TZVPD basis.

net charge	0
LUMO energy	0.37	eV
M	76.5	g mol⁻¹
HOMO level	-9.5	eV

```
9
C3H5Cl | OMol25 | the ωB97M-V functional and the def2-TZVPD basis
C 0.681 -0.061 0.566
C 1.220 0.369 -0.520
C -1.500 -0.416 0.151
Cl 2.902 1.024 -0.678
H 0.913 -0.427 1.468
H 0.694 0.621 -1.465
H -1.540 -1.175 0.842
H -1.882 0.495 0.526
H -1.488 -0.430 -0.890
```


5.
Below is a single C3H5Cl molecule, with properties calculated with the ωB97M-V functional and the def2-TZVPD basis.

net charge	0
LUMO energy	1.15	eV
M	76.5	g mol⁻¹
HOMO level	-10.1	eV
SMILES	C=CCCl

```
9
C3H5Cl | OMol25 | the ωB97M-V functional and the def2-TZVPD basis
C -1.304 -0.522 -0.623
C -0.457 -0.397 0.380
C 0.967 0.754 0.339
Cl 2.306 -0.172 -0.303
H -1.999 -1.413 -0.492
H -1.342 0.074 -1.505
H -0.368 -1.102 1.114
H 1.328 0.996 1.362
H 0.869 1.780 -0.271
```


6.
Below is a single C3H5Cl2F molecule, with properties calculated with the ωB97M-V functional and the def2-TZVPD basis.

net charge	0
LUMO energy	0.86	eV
M	131.0	g mol⁻¹
HOMO level	-11.0	eV
SMILES	FC[C@@H](Cl)CCl

```
11
C3H5Cl2F | OMol25 | the ωB97M-V functional and the def2-TZVPD basis
F 0.782 -2.082 -0.992
C 0.449 -1.263 0.038
C 0.022 0.093 -0.512
Cl -1.378 -0.096 -1.647
C -0.357 1.137 0.572
Cl -0.188 2.824 0.002
H -0.418 -1.725 0.558
H 1.260 -1.245 0.782
H 0.858 0.410 -1.139
H 0.349 1.023 1.423
H -1.380 0.924 0.916
```


7.
Below is a single C3H5Cl2F molecule, with properties calculated with the ωB97M-V functional and the def2-TZVPD basis.

net charge	0
LUMO energy	0.55	eV
M	131.0	g mol⁻¹
HOMO level	-11.3	eV
SMILES	CCC(F)(Cl)Cl

```
11
C3H5Cl2F | OMol25 | the ωB97M-V functional and the def2-TZVPD basis
C 0.177 1.119 0.779
C 0.000 0.313 -0.512
C -0.227 -1.081 -0.421
F -1.343 -1.481 0.284
Cl -0.502 -1.791 -2.023
Cl 1.294 -1.644 0.589
H -0.852 1.103 1.198
H 0.644 0.443 1.444
H 0.706 2.052 0.791
H 0.950 0.240 -1.053
H -0.846 0.726 -1.076
```


8.
Below is a single C3H5Cl2O2P molecule, with properties calculated with the ωB97M-V functional and the def2-TZVPD basis.

net charge	0
LUMO energy	0.52	eV
M	175.0	g mol⁻¹
HOMO level	-9.4	eV
SMILES	CCOC(=O)P(Cl)Cl

```
13
C3H5Cl2O2P | OMol25 | the ωB97M-V functional and the def2-TZVPD basis
C -0.162 0.207 0.104
C -0.183 -0.630 -1.209
O -0.835 0.133 -2.242
C -0.084 1.070 -2.813
O 1.023 1.368 -2.445
P -1.389 2.166 -3.935
Cl -1.670 3.609 -2.625
Cl -2.980 1.023 -3.543
H 0.639 0.850 0.034
H -1.056 0.679 0.163
H 0.046 -0.352 0.995
H -0.795 -1.524 -1.141
H 0.851 -0.742 -1.533
```


9.
Below is a molecular structure, C3H5Cl3OS, with properties calculated with the ωB97M-V functional and the def2-TZVPD basis.

net charge	0
LUMO energy	-0.16	eV
M	195.5	g mol⁻¹
HOMO level	-9.9	eV

```
13
C3H5Cl3OS | OMol25 | the ωB97M-V functional and the def2-TZVPD basis
C 0.935 -0.015 -1.422
C 1.103 0.404 0.008
C -0.283 -0.566 0.929
O -1.964 1.509 1.420
S -1.751 0.500 0.407
Cl 0.838 2.099 0.276
Cl -0.301 -2.193 0.431
Cl -3.189 -1.040 0.771
H 1.177 -1.088 -1.514
H 1.608 0.616 -1.947
H -0.096 0.176 -1.561
H 2.065 -0.032 0.294
H -0.139 -0.370 1.907
```


10.
Below is a molecular structure, C3H5ClF2N2S, with properties calculated with the ωB97M-V functional and the def2-TZVPD basis.

net charge	0
LUMO energy	0.64	eV
M	174.6	g mol⁻¹
HOMO level	-9.1	eV

```
14
C3H5ClF2N2S | OMol25 | the ωB97M-V functional and the def2-TZVPD basis
C 1.765 1.022 0.369
C -2.875 0.427 -0.669
C -2.516 -0.750 -0.089
H 2.676 -1.965 0.835
H 3.282 0.423 -0.839
H 2.342 2.042 0.460
H 0.218 0.001 0.793
H -3.752 0.755 -1.189
N 2.509 0.043 -0.378
N 0.558 0.964 0.845
F -1.910 1.341 -0.455
F -3.369 -1.781 -0.211
S 2.206 -1.592 -0.440
Cl -1.135 -0.930 0.969
```


11.
Below is 2 unconnected molecules or ions with the total composition C3H5ClFNO, with properties calculated with the ωB97M-V functional and the def2-TZVPD basis.

net charge	0
LUMO energy	-0.33	eV
M	125.5	g mol⁻¹
HOMO level	-10.4	eV

```
12
C3H5ClFNO | OMol25 | the ωB97M-V functional and the def2-TZVPD basis
C 1.070 -0.365 -0.361
C -0.091 -0.760 0.464
C -3.282 0.411 -0.134
H 0.424 -0.524 -1.478
H -0.456 -1.657 0.012
H 0.263 -0.552 1.546
H -2.876 2.047 -0.007
H -4.270 -0.010 0.075
N -2.398 -0.563 0.076
O -1.074 0.152 -0.131
F 2.061 -1.302 -0.073
Cl 1.621 1.143 0.071
```


12.
Below is a molecular structure, C3H5ClN2, with properties calculated with the ωB97M-V functional and the def2-TZVPD basis.

net charge	0
LUMO energy	0.04	eV
M	104.5	g mol⁻¹
HOMO level	-8.1	eV

```
11
C3H5ClN2 | OMol25 | the ωB97M-V functional and the def2-TZVPD basis
C 1.343 0.872 -0.158
C 0.070 0.055 -0.281
C -1.169 0.548 -0.068
H 1.592 -1.595 -0.295
H 3.555 -1.205 0.804
H 1.271 2.032 0.015
H 0.085 -0.920 -0.740
H -1.076 1.577 0.342
N 2.749 -0.903 -0.044
N 2.590 0.383 0.225
Cl -2.604 -0.299 0.097
```


13.
Below is 2 unconnected molecules or ions with the total composition C3H5ClN2O2, with properties calculated with the ωB97M-V functional and the def2-TZVPD basis.

net charge	0
LUMO energy	-0.23	eV
M	136.5	g mol⁻¹
HOMO level	-9.9	eV

```
13
C3H5ClN2O2 | OMol25 | the ωB97M-V functional and the def2-TZVPD basis
C -0.920 0.759 1.588
C 0.525 -0.282 -0.096
C -0.756 -0.443 -0.780
H 1.122 2.095 2.208
H -1.806 0.518 1.013
H 1.641 -1.178 -1.480
H -1.242 -1.215 -0.335
H -1.328 0.438 -1.016
N 0.288 0.417 1.030
N 1.642 -0.798 -0.482
O 1.388 0.795 1.811
O -0.956 1.584 2.521
Cl -0.496 -1.013 -2.539
```


14.
Below is a single C3H5ClN2O2 molecule, with properties calculated with the ωB97M-V functional and the def2-TZVPD basis.

net charge	0
LUMO energy (alpha / beta)	-0.77 / -0.77	eV
M	136.5	g mol⁻¹
HOMO level (alpha / beta)	-9.7 / -9.7	eV
SMILES	CNC(=O)[C@@H](Cl)N=O

```
13
C3H5ClN2O2 | OMol25 | the ωB97M-V functional and the def2-TZVPD basis
C -1.899 -0.598 -0.263
N -0.661 0.203 -0.035
C 0.418 -0.617 -0.066
O 0.544 -1.743 -0.391
C 1.769 0.244 0.474
Cl 3.209 -0.668 0.198
N 1.686 1.300 -0.379
O 0.936 2.240 -0.068
H -2.519 0.145 -0.701
H -1.723 -1.403 -0.850
H -2.419 -0.870 0.602
H -0.752 1.235 0.035
H 1.413 0.532 1.444
```


15.
Below is a single C3H5ClN4 molecule, with properties calculated with the ωB97M-V functional and the def2-TZVPD basis.

net charge	0
LUMO energy	0.79	eV
M	132.6	g mol⁻¹
HOMO level	-8.0	eV
SMILES	[H]/N=c1\cc(Cl)[nH]n1N

```
13
C3H5ClN4 | OMol25 | the ωB97M-V functional and the def2-TZVPD basis
H 1.944 -1.356 -1.326
N 0.945 -1.423 -1.132
C 0.519 -0.372 -0.569
C 1.243 0.747 -0.067
C 0.426 1.452 0.736
Cl 0.899 2.861 1.648
N -0.864 0.992 0.516
N -0.857 -0.159 -0.294
N -1.721 -1.200 0.055
H 2.285 0.896 -0.301
H -1.574 1.054 1.250
H -1.126 -1.982 0.314
H -2.119 -1.510 -0.829
```


16.
Below is a gas-phase ion, C3H5ClNO4S (charge -1), with properties calculated with the ωB97M-V functional and the def2-TZVPD basis.

net charge	-1
LUMO energy	3.54	eV
M	186.6	g mol⁻¹
HOMO level	-4.6	eV

```
15
C3H5ClNO4S | OMol25 | the ωB97M-V functional and the def2-TZVPD basis
C 0.735 -0.310 0.713
C -1.788 0.299 -0.548
C -1.356 -0.871 0.350
N 2.178 -0.475 0.439
O 1.534 1.440 -1.396
O 0.408 0.433 1.559
O 2.534 2.160 0.706
O -0.026 -1.240 0.125
S 2.665 1.238 -0.428
Cl 2.376 -1.760 -0.708
H -1.718 -0.269 -1.493
H -2.720 0.674 -0.122
H -1.150 1.109 -0.775
H -2.052 -1.767 0.243
H -1.619 -0.661 1.336
```


17.
Below is a single C3H5ClO2 molecule, with properties calculated with the ωB97M-V functional and the def2-TZVPD basis.

net charge	0
LUMO energy	0.07	eV
M	108.5	g mol⁻¹
HOMO level	-10.3	eV
SMILES	O=C(CO)CCl

```
11
C3H5ClO2 | OMol25 | the ωB97M-V functional and the def2-TZVPD basis
O -0.858 1.915 -0.194
C -0.389 0.801 -0.081
C 1.164 0.534 0.009
O 1.083 -0.967 -0.329
C -1.080 -0.574 -0.125
Cl -2.906 -0.085 -0.072
H 1.768 0.660 1.195
H 1.782 1.453 -0.655
H 1.232 -1.364 0.530
H -0.822 -1.114 -1.068
H -0.974 -1.258 0.790
```


18.
Below is 2 unconnected molecules or ions with the total composition C3H5ClO2, with properties calculated with the ωB97M-V functional and the def2-TZVPD basis.

net charge	0
LUMO energy	0.81	eV
M	108.5	g mol⁻¹
HOMO level	-8.7	eV

```
11
C3H5ClO2 | OMol25 | the ωB97M-V functional and the def2-TZVPD basis
C -1.398 -0.216 -0.127
C -0.116 -0.765 0.133
C 1.630 0.697 0.410
O -0.942 -0.726 1.208
O 0.446 -1.909 -0.339
Cl 2.912 -0.325 0.000
H -1.428 0.897 0.048
H -2.313 -0.644 -0.545
H 1.372 1.002 1.514
H 1.594 1.414 -0.313
H 1.502 -1.832 -0.215
```


19.
Below is a single C3H5ClS molecule, with properties calculated with the ωB97M-V functional and the def2-TZVPD basis.

net charge	0
LUMO energy	-0.67	eV
M	108.6	g mol⁻¹
HOMO level	-8.9	eV
SMILES	S=CCCCl

```
10
C3H5ClS | OMol25 | the ωB97M-V functional and the def2-TZVPD basis
S -0.382 1.289 -2.439
C 0.209 0.780 -0.970
C -0.745 0.083 0.080
C 0.363 -0.861 0.558
Cl -0.055 -1.523 2.117
H 1.359 0.928 -0.389
H -0.751 0.833 1.051
H -1.956 0.222 -0.234
H 1.192 -0.030 0.437
H 0.766 -1.719 -0.211
```


20.
Below is a molecular structure, C3H5ClS, with properties calculated with the ωB97M-V functional and the def2-TZVPD basis.

net charge	0
LUMO energy	0.00	eV
M	108.6	g mol⁻¹
HOMO level	-8.3	eV

```
10
C3H5ClS | OMol25 | the ωB97M-V functional and the def2-TZVPD basis
C 0.288 0.784 0.025
C 1.125 -0.056 -0.833
C -1.051 -0.331 0.970
S 0.007 2.324 0.305
Cl -1.837 -1.268 -0.295
H 1.364 -1.011 -0.377
H 0.430 -0.099 -1.631
H 2.050 0.250 -1.203
H -1.905 0.329 1.277
H -0.471 -0.922 1.762
```